Formula: C5H10O
Source: the OMol25 dataset
Level of theory: ωB97M-V with the def2-TZVPD basis set

Element x y z (Å)
C 2.1149 -0.3386 -0.2052
C 0.8730 0.5074 -0.3989
O 0.9512 1.6827 -0.6883
C -0.4761 -0.1825 -0.2087
C -1.6120 0.6596 -0.7799
C -0.6976 -0.4796 1.2834
H 2.1224 -0.8132 0.7813
H 2.1344 -1.1440 -0.9476
H 3.0054 0.2820 -0.3183
H -0.4252 -1.1450 -0.7378
H -1.4554 0.8714 -1.8416
H -1.6721 1.6197 -0.2589
H -2.5705 0.1410 -0.6681
H -0.6790 0.4477 1.8681
H 0.0609 -1.1577 1.6883
H -1.6746 -0.9510 1.4323

Properties
HOMO-LUMO gap ... 10.52 eV
Max |F| ... 0.4 eV/A
Molar mass ... 86.13 u
Lowest unoccupied orbital energy ... 0.98 eV
HOMO energy ... -0.35047 hartree
Structure (SMILES) ... CC(=O)C(C)C
Energy above the lowest of the compared OMol25 structures with the same formula, charge and spin ... 0.1 kcal per mole


Formula: C5H10O
Source: the OMol25 dataset
Level of theory: ωB97M-V with the def2-TZVPD basis set

Element x y z (Å)
C 1.4654 0.3080 0.6136
C 0.2464 -0.7610 0.6283
C -1.0052 -0.1389 1.2064
C -0.9689 -0.4840 -0.2508
C -0.6826 0.4789 -1.3805
O 0.5438 0.1457 -2.0185
H 2.3710 0.2506 -0.0375
H 1.1325 1.3537 0.4116
H 1.8500 0.3143 1.6332
H 0.3422 -1.8349 0.8831
H -1.6882 -0.7037 1.8438
H -0.8633 0.8901 1.5051
H -1.6472 -1.2947 -0.5320
H -1.4626 0.3862 -2.1367
H -0.6501 1.5192 -1.0290
H 0.9941 -0.4473 -1.4073

Properties
HOMO-LUMO gap ... 11.02 eV
Max |F| ... 1.3 eV/A
Molar mass ... 86.13 u
Lowest unoccupied orbital energy ... 1.08 eV
HOMO energy ... -0.36514 hartree
Structure (SMILES) ... C[C@H]1C[C@H]1CO
Energy above the lowest of the compared OMol25 structures with the same formula, charge and spin ... 42.7 kcal per mole


Formula: C5H10O
Source: the OMol25 dataset
Level of theory: ωB97M-V with the def2-TZVPD basis set

Element x y z (Å)
C 0.5007 0.5625 2.0647
O 1.4965 0.5986 1.0417
C 1.1809 -0.2827 0.0381
C 0.0575 -0.2056 -0.6743
C -0.7688 1.0525 -0.7079
C -0.4346 -1.3844 -1.4654
H 0.6801 1.4327 2.6935
H -0.5403 0.6047 1.7036
H 0.6072 -0.3698 2.6286
H 1.9193 -1.0637 -0.1239
H -0.8948 1.3712 -1.7514
H -1.7736 0.9282 -0.2885
H -0.2622 1.8603 -0.1732
H -0.5931 -1.1563 -2.5229
H -1.4111 -1.7013 -1.0705
H 0.2362 -2.2469 -1.3922

Properties
HOMO-LUMO gap ... 9.58 eV
Max |F| ... 0.5 eV/A
Molar mass ... 86.13 u
Lowest unoccupied orbital energy ... 1.00 eV
HOMO energy ... -0.31543 hartree
Structure (SMILES) ... COC=C(C)C
Energy above the lowest of the compared OMol25 structures with the same formula, charge and spin ... 32.1 kcal per mole


Formula: C5H10O
Source: the OMol25 dataset
Level of theory: ωB97M-V with the def2-TZVPD basis set

Element x y z (Å)
O -1.9523 0.1091 0.7383
C -1.0631 0.1837 -0.3710
C -0.2179 -1.1099 -0.5486
C 0.9947 -0.8743 0.3812
C 1.2799 0.6188 0.3187
C -0.0582 1.3156 -0.0529
H -2.6239 -0.5573 0.5453
H -1.6456 0.3997 -1.2843
H -0.8254 -1.9785 -0.2584
H 0.0342 -1.2314 -1.6097
H 2.0149 -1.2893 0.3001
H 0.6948 -1.1768 1.3898
H 1.8583 0.7625 1.2455
H 2.0211 0.8490 -0.4541
H -0.4970 1.9441 0.7255
H 0.0676 1.9456 -0.9440

Properties
HOMO-LUMO gap ... 11.16 eV
Max |F| ... 1.5 eV/A
Molar mass ... 86.13 u
Lowest unoccupied orbital energy ... 0.99 eV
HOMO energy ... -0.37396 hartree
Structure (SMILES) ... OC1CCCC1
Energy above the lowest of the compared OMol25 structures with the same formula, charge and spin ... 14.3 kcal per mole


Formula: C5H10O
Source: the OMol25 dataset
Level of theory: ωB97M-V with the def2-TZVPD basis set

Element x y z (Å)
C -0.7161 -2.1321 -0.0577
C 0.2285 -1.0230 -0.3600
C -0.3375 0.3398 -0.5104
C 1.0407 0.7075 0.2535
C 0.2790 2.0096 0.6953
O 1.0569 -0.6332 0.7718
H -0.1662 -3.0572 0.0946
H -1.2878 -1.8954 0.8455
H -1.4087 -2.2478 -0.8991
H 0.8615 -1.2039 -1.2368
H -0.5026 0.8325 -1.4717
H -1.2732 0.4510 0.0845
H 1.8155 0.7631 -0.5296
H -0.6574 2.3097 0.1390
H -0.0293 1.9263 1.7275
H 0.9702 2.7956 0.4732

Properties
HOMO-LUMO gap ... 9.96 eV
Max |F| ... 5.4 eV/A
Molar mass ... 86.13 u
Lowest unoccupied orbital energy ... 1.15 eV
HOMO energy ... -0.32397 hartree
Energy above the lowest of the compared OMol25 structures with the same formula, charge and spin ... 81.8 kcal per mole


Formula: C5H10O
Source: the OMol25 dataset
Level of theory: ωB97M-V with the def2-TZVPD basis set

Element x y z (Å)
C 1.3114 -0.9715 0.0871
C 0.0004 -0.5142 0.7139
C 0.0593 0.9178 1.3823
O -0.2570 1.7131 0.2897
C -1.0010 0.1040 -0.2110
C -0.7916 0.2135 -1.6733
H 1.2333 -1.8456 -0.5767
H 2.0104 -1.2306 0.8879
H 1.7470 -0.1456 -0.4852
H -0.4111 -1.2375 1.4279
H 1.0031 1.1255 1.9028
H -0.7728 0.9165 2.0991
H -2.0291 0.0640 0.1697
H -1.6964 0.5303 -2.1913
H -0.3457 -0.6636 -2.1500
H -0.0602 1.0239 -1.6729

Properties
HOMO-LUMO gap ... 10.13 eV
Max |F| ... 3.2 eV/A
Molar mass ... 86.13 u
Lowest unoccupied orbital energy ... 1.02 eV
HOMO energy ... -0.33469 hartree
Energy above the lowest of the compared OMol25 structures with the same formula, charge and spin ... 61.1 kcal per mole


Formula: C5H10O
Source: the OMol25 dataset
Level of theory: ωB97M-V with the def2-TZVPD basis set

Element x y z (Å)
C -1.5263 0.7456 -0.1539
C -0.6614 -0.2360 0.6261
C -0.1940 -1.6193 0.1217
O 1.1158 -1.3894 0.6652
C 0.8560 0.0281 0.7078
C 1.4623 0.7030 -0.5131
H -1.4396 1.7493 0.2885
H -2.5879 0.4776 -0.1333
H -1.2117 0.8245 -1.1997
H -1.0730 -0.3948 1.6271
H -0.1628 -1.7254 -0.9733
H -0.6578 -2.5138 0.5533
H 1.2376 0.4823 1.6312
H 2.5500 0.5787 -0.4974
H 1.2247 1.7729 -0.5411
H 1.0876 0.2397 -1.4340

Properties
HOMO-LUMO gap ... 10.63 eV
Max |F| ... 0.4 eV/A
Molar mass ... 86.13 u
Lowest unoccupied orbital energy ... 1.09 eV
HOMO energy ... -0.35042 hartree
Energy above the lowest of the compared OMol25 structures with the same formula, charge and spin ... 26.8 kcal per mole


Formula: C5H10O
Source: the OMol25 dataset
Level of theory: ωB97M-V with the def2-TZVPD basis set

Element x y z (Å)
C -1.7166 -0.6287 -0.6818
C -0.2136 -0.6086 -0.9160
C 0.5774 0.2493 0.0782
C -0.1180 0.9395 1.2390
C 2.0151 -0.0157 0.1912
O 1.5432 1.0785 -0.5770
H -2.1304 0.3792 -0.6712
H -1.9625 -1.0955 0.2731
H -2.2483 -1.1827 -1.4556
H 0.0292 -0.2254 -1.9151
H 0.1665 -1.6350 -0.9056
H -1.0638 1.4020 0.9494
H -0.3416 0.2633 2.0689
H 0.5408 1.7277 1.6107
H 2.4340 -0.8500 -0.3725
H 2.5808 0.2473 1.0856

Properties
HOMO-LUMO gap ... 11.09 eV
Max |F| ... 0.3 eV/A
Molar mass ... 86.13 u
Lowest unoccupied orbital energy ... 1.04 eV
HOMO energy ... -0.36933 hartree
Structure (SMILES) ... CC[C@@]1(C)CO1
Energy above the lowest of the compared OMol25 structures with the same formula, charge and spin ... 29.3 kcal per mole


Formula: C5H10O
Source: the OMol25 dataset
Level of theory: ωB97M-V with the def2-TZVPD basis set

Element x y z (Å)
C 2.1170 0.1659 0.0383
C 0.8339 -0.1949 -0.7060
C -0.4147 -0.2601 0.1532
O -0.2541 -1.2924 1.0967
C -1.2732 0.9067 0.5778
C -1.7463 -0.0414 -0.5001
H 2.9848 0.0601 -0.6235
H 2.2661 -0.4958 0.8967
H 2.0925 1.1995 0.3989
H 0.9431 -1.2007 -1.1343
H 0.6762 0.4886 -1.5487
H -1.1151 -1.6834 1.2793
H -1.7434 0.7812 1.5520
H -1.0608 1.9421 0.3264
H -2.5814 -0.7041 -0.2842
H -1.7248 0.3284 -1.5225

Properties
HOMO-LUMO gap ... 10.44 eV
Max |F| ... 0.3 eV/A
Molar mass ... 86.13 u
Lowest unoccupied orbital energy ... 0.99 eV
HOMO energy ... -0.34723 hartree
Structure (SMILES) ... CCC1(O)CC1
Energy above the lowest of the compared OMol25 structures with the same formula, charge and spin ... 26.0 kcal per mole


Formula: C5H10O
Source: the OMol25 dataset
Level of theory: ωB97M-V with the def2-TZVPD basis set

Element x y z (Å)
C 1.3534 -0.9771 0.1973
C 0.3161 0.1150 0.4060
C 0.5562 1.5207 -0.2151
C -0.8480 1.4970 -0.8732
C -0.9497 0.0328 -0.4511
O -1.6797 -0.8722 -0.7598
H 0.9882 -1.9357 0.5787
H 1.5770 -1.1029 -0.8683
H 2.2875 -0.7320 0.7142
H 0.0402 0.1885 1.4667
H 0.7348 2.3293 0.4971
H 1.3666 1.5120 -0.9503
H -1.5911 2.1224 -0.3666
H -0.9129 1.6778 -1.9500
H -1.6075 -2.8847 1.6038
H -1.6313 -2.4912 0.9706

Properties
HOMO-LUMO gap ... 10.45 eV
Max |F| ... 0.6 eV/A
Molar mass ... 86.13 u
Lowest unoccupied orbital energy ... 0.97 eV
HOMO energy ... -0.34847 hartree
Structure (SMILES) ... C[C@H]1CCC1=O.[H][H]
Energy above the lowest of the compared OMol25 structures with the same formula, charge and spin ... 38.5 kcal per mole


Formula: C5H10O
Source: the OMol25 dataset
Level of theory: ωB97M-V with the def2-TZVPD basis set

Element x y z (Å)
C 2.4702 -0.5258 -0.1752
O 1.1007 -0.3653 -0.4074
C 0.3946 0.1500 0.7207
C -0.8849 0.7359 0.1689
C -2.3357 0.2828 0.1973
C -1.4207 -0.2142 -0.8573
H 2.6695 -1.2114 0.6619
H 2.9138 -0.9447 -1.0834
H 2.9540 0.4395 0.0404
H 0.2670 -0.6504 1.4657
H 1.0020 0.9421 1.1641
H -0.8046 1.7902 -0.1003
H -3.0215 1.0639 -0.1223
H -2.7645 -0.4229 0.8987
H -1.0407 -1.2220 -0.7121
H -1.4487 0.0889 -1.8880

Properties
HOMO-LUMO gap ... 10.93 eV
Max |F| ... 0.5 eV/A
Molar mass ... 86.13 u
Lowest unoccupied orbital energy ... 1.15 eV
HOMO energy ... -0.35926 hartree
Structure (SMILES) ... COCC1CC1
Energy above the lowest of the compared OMol25 structures with the same formula, charge and spin ... 48.0 kcal per mole


Formula: C5H10O
Source: the OMol25 dataset
Level of theory: ωB97M-V with the def2-TZVPD basis set

Element x y z (Å)
O 1.8545 -0.1231 -0.2910
C 0.5841 -0.7234 -0.5768
C -0.2437 0.3815 -1.1938
C -0.4938 1.3859 -0.0768
C -0.7778 0.2521 1.2772
C -0.1611 -1.1190 0.8283
H 2.5765 -0.6663 -0.6264
H 0.7211 -1.4976 -1.3561
H 0.3780 0.6418 -2.0598
H -1.2055 0.0012 -1.5594
H -1.2769 2.1260 -0.3848
H 0.4075 1.9896 0.1294
H -0.2786 0.6343 2.1817
H -1.8569 0.1750 1.5057
H 0.6142 -1.5171 1.5076
H -0.9240 -1.9275 0.7396

Properties
HOMO-LUMO gap ... 10.95 eV
Max |F| ... 2.1 eV/A
Molar mass ... 86.13 u
Lowest unoccupied orbital energy ... 0.92 eV
HOMO energy ... -0.36859 hartree
Structure (SMILES) ... OC1CCCC1
Energy above the lowest of the compared OMol25 structures with the same formula, charge and spin ... 27.3 kcal per mole


Formula: C5H10O
Source: the OMol25 dataset
Level of theory: ωB97M-V with the def2-TZVPD basis set

Element x y z (Å)
C -0.5875 -2.2278 -0.7908
C -0.3153 -1.5584 0.3199
C -1.2188 -1.3774 1.4957
O 0.9002 -0.8619 0.4504
H -1.5385 -2.7362 -0.8722
H 0.1078 -2.2842 -1.6137
H -2.0707 -2.0530 1.4049
H -0.6796 -1.5659 2.4211
H -1.6290 -0.3662 1.5242
H 0.7296 -0.0226 0.0076
C 1.6540 2.2190 -0.7588
C 0.4579 2.7724 -0.5991
H 1.7173 1.2273 -1.1936
H 2.5721 2.7742 -0.6334
H -0.4585 2.2417 -0.8250
H 0.3591 3.8191 -0.3372

Properties
HOMO-LUMO gap ... 10.39 eV
Max |F| ... 0.8 eV/A
Molar mass ... 86.13 u
Lowest unoccupied orbital energy ... 0.93 eV
HOMO energy ... -0.34743 hartree
Structure (SMILES) ... C=C(C)O.C=C
Energy above the lowest of the compared OMol25 structures with the same formula, charge and spin ... 44.8 kcal per mole


Formula: C5H10O
Source: the OMol25 dataset
Level of theory: ωB97M-V with the def2-TZVPD basis set

Element x y z (Å)
C 1.9752 0.0989 0.4767
C 0.7308 0.6019 -0.2268
C -0.0815 -0.4439 -0.9980
C -1.5350 -0.0535 -0.6700
C -1.4414 0.6349 0.6724
O -0.2134 1.0939 0.8220
H 2.4491 0.8993 1.0574
H 2.6995 -0.2738 -0.2588
H 1.7141 -0.7229 1.1558
H 0.9528 1.4804 -0.8460
H 0.1501 -0.4287 -2.0693
H 0.1278 -1.4486 -0.6073
H -2.2407 -0.8875 -0.6670
H -1.9104 0.6976 -1.3811
H -1.5676 -1.1692 1.9206
H -1.8860 -0.2762 1.8315

Properties
HOMO-LUMO gap ... 8.94 eV
Max |F| ... 2.3 eV/A
Molar mass ... 86.13 u
Lowest unoccupied orbital energy ... 0.85 eV
HOMO energy ... -0.29728 hartree
Energy above the lowest of the compared OMol25 structures with the same formula, charge and spin ... 93.2 kcal per mole


Formula: C5H10O
Source: the OMol25 dataset
Level of theory: ωB97M-V with the def2-TZVPD basis set

Element x y z (Å)
C -3.2810 2.1882 2.0811
C -2.1084 1.5536 2.0517
C -0.8119 2.2876 2.1171
H -4.2076 1.6440 2.2210
H -3.3084 3.2489 2.2994
H -1.9901 0.4876 2.2177
H -0.1312 1.7609 2.7892
H -0.9026 3.3308 2.4368
H -0.2667 2.4141 1.1734
C 1.5416 -1.3256 -1.3028
C 2.4633 -2.1224 -2.1825
O 2.0698 -2.9138 -2.9945
H 0.6209 -1.0264 -1.8066
H 1.1344 -1.7845 -0.3957
H 2.1179 -0.4475 -0.9885
H 3.5232 -1.8459 -2.0128

Properties
HOMO-LUMO gap ... 10.53 eV
Max |F| ... 1.3 eV/A
Molar mass ... 86.13 u
Lowest unoccupied orbital energy ... 0.83 eV
HOMO energy ... -0.35644 hartree
Structure (SMILES) ... C=CC.CC=O
Energy above the lowest of the compared OMol25 structures with the same formula, charge and spin ... 41.1 kcal per mole